Entry 1:
A 8-piece molecular cluster, C42H105F6N7O14P overall. Source: the Open Molecules 2025 dataset; level of theory: ωB97M-V/def2-TZVPD.

Calculated values
- ΔE to the lowest compared entry with this formula, charge and spin: 2.8306 eV
- Charge: 0
- Lowest unoccupied orbital energy (spin up / spin down): 0.32 / -3.63 eV
- HOMO-LUMO gap (spin up / spin down): 8.3 / 4.3 eV
- Multiplicity: 2

Positions of all 175 atoms, in Å:
P1 -0.436546 0.974774 -1.588731
F1 -2.028976 0.629334 -1.143451
F2 -0.893686 2.593274 -1.626111
F3 -0.017946 1.216704 0.034699
F4 1.035014 1.378964 -2.131401
F5 0.136414 -0.622666 -1.463021
F6 -0.901736 0.913834 -3.166281
C1 -0.270886 -2.191616 1.182199
O1 0.546964 -2.957586 2.059559
C2 0.025314 -4.257696 2.345429
C3 0.800854 -4.869956 3.456289
N1 0.378544 -4.537776 4.804009
C4 1.349404 -4.922606 5.805219
C5 0.812114 -4.411476 7.159049
O2 1.461824 -3.290216 7.612799
C6 2.713154 -3.460326 8.365939
H1 0.347464 -1.383616 0.791209
H2 -1.058896 -1.576006 1.615979
H3 -0.710246 -2.715996 0.333619
H4 0.031304 -4.955276 1.507909
H5 -1.026046 -4.147746 2.611259
H6 1.795554 -4.425606 3.421369
H7 0.989814 -5.928136 3.275609
H8 0.285484 -3.532146 4.816359
H9 2.270394 -4.376186 5.601999
H10 1.401454 -6.011336 5.813389
H11 0.966754 -5.206436 7.888589
H12 -0.259876 -4.214546 7.146319
H13 3.339574 -4.155606 7.807119
H14 2.523804 -3.870026 9.358109
H15 3.307424 -2.547216 8.400169
C7 -4.360576 0.893814 2.797759
O3 -3.281826 1.727634 2.476899
C8 -1.951956 1.110684 2.519399
C9 -0.845566 2.079704 2.755039
N2 -1.055536 3.238604 1.855939
C10 0.057034 4.087064 2.195919
C11 0.082804 5.315704 1.158829
O4 -1.040746 6.176514 1.464499
C12 -1.029036 7.324974 0.573479
H16 -4.388706 0.354584 3.744609
H17 -4.386306 0.127484 2.023059
H18 -5.298646 1.388154 2.545249
H19 -1.872626 0.574814 1.573549
H20 -1.927156 0.436544 3.375569
H21 0.085314 1.520984 2.658159
H22 -0.837066 2.337304 3.814129
H23 -0.610656 2.695624 1.129739
H24 1.021444 3.580754 2.155099
H25 -0.033146 4.424764 3.228349
H26 0.004294 4.959874 0.131539
H27 1.068954 5.765674 1.044219
H28 -1.986156 7.841834 0.503609
H29 -0.772166 7.100544 -0.461781
H30 -0.334566 8.079284 0.943379
C13 7.285844 -6.025666 -3.147681
O5 8.424994 -5.349446 -2.661231
C14 8.438204 -3.923226 -2.774881
C15 7.301304 -3.213226 -1.910871
N3 5.973374 -3.384326 -2.440791
C16 5.761414 -2.611596 -3.741101
C17 4.429704 -2.850716 -4.360361
O6 3.382304 -2.108646 -3.729631
C18 2.108294 -2.509156 -4.090781
H31 6.683494 -5.485476 -3.878071
H32 6.571224 -6.344936 -2.389061
H33 7.703944 -6.891586 -3.660971
H34 8.508184 -3.637906 -3.824551
H35 9.386804 -3.675996 -2.298311
H36 7.461254 -2.140896 -1.798521
H37 7.357894 -3.526756 -0.868471
H38 5.375604 -2.955316 -1.748891
H39 6.439034 -2.939196 -4.529531
H40 6.099354 -1.581436 -3.628561
H41 4.319204 -3.913996 -4.147481
H42 4.496154 -2.786556 -5.446441
H43 1.854584 -3.520636 -3.773551
H44 2.133814 -2.347766 -5.168471
H45 1.360274 -1.774716 -3.792171
C19 -4.575326 6.872084 1.418839
O7 -4.183536 5.644654 0.813419
C20 -4.080966 5.743584 -0.624081
C21 -3.081906 4.540204 -1.081231
N4 -3.264306 3.342504 -0.264891
C22 -4.481596 2.515014 -0.448131
C23 -5.932366 2.937744 0.098789
O8 -5.727486 3.532794 1.439649
C24 -6.916866 4.132274 1.952909
H46 -5.662256 6.943604 1.458489
H47 -4.205456 7.809804 1.004129
H48 -4.395706 6.868134 2.493929
H49 -3.585836 6.629744 -1.021161
H50 -5.066706 5.713714 -1.088321
H51 -2.074186 4.952424 -1.029311
H52 -3.135286 4.277884 -2.137851
H53 -2.487406 2.796634 -0.609211
H54 -4.150016 1.533024 -0.110711
H55 -4.780266 2.313424 -1.476841
H56 -6.565696 2.058924 0.219949
H57 -6.344836 3.714374 -0.545271
H58 -6.916886 4.393784 3.011069
H59 -7.762366 3.448534 1.877259
H60 -7.316816 4.966144 1.376019
C25 5.368654 6.893674 0.005459
O9 3.924654 7.098454 -0.125941
C26 3.615794 7.934674 -1.227811
C27 2.098244 7.866504 -1.387761
N5 1.828064 6.507544 -1.770671
C28 1.906374 5.977234 -3.133071
C29 1.363224 4.490004 -3.330601
O10 1.340694 4.146964 -4.686601
C30 0.769144 2.901984 -4.950261
H61 5.823474 7.029534 -0.975761
H62 5.471274 5.886674 0.409839
H63 5.799944 7.583604 0.730769
H64 4.150234 7.609554 -2.120431
H65 3.947364 8.933874 -0.945381
H66 1.956254 8.563014 -2.214091
H67 1.533594 8.000494 -0.465101
H68 2.546144 6.142174 -1.161581
H69 2.974924 5.990244 -3.347891
H70 1.349034 6.581174 -3.849121
H71 0.343664 4.486564 -2.945131
H72 1.984094 3.720664 -2.871531
H73 -0.308916 2.936444 -4.793091
H74 1.242774 2.100014 -4.384031
H75 0.981484 2.497764 -5.940021
C31 -7.766146 -0.817246 -2.103281
O11 -6.504046 -0.689656 -1.586521
C32 -5.562446 -1.581546 -2.172171
C33 -4.408056 -1.819216 -1.162641
N6 -4.876356 -2.082616 0.217839
C34 -5.199896 -3.482886 0.670529
C35 -5.818376 -3.496736 2.126459
O12 -7.205656 -3.109786 2.029539
C36 -7.856976 -3.025016 3.238739
H76 -7.669576 -0.837276 -3.188811
H77 -8.374476 -0.008266 -1.698821
H78 -8.264626 -1.707726 -1.720301
H79 -5.219346 -1.207236 -3.136681
H80 -5.946206 -2.559726 -2.461971
H81 -3.789966 -0.923046 -1.216881
H82 -3.698396 -2.605286 -1.420641
H83 -5.778766 -1.629216 0.231299
H84 -4.317606 -4.121606 0.629259
H85 -5.943726 -3.901376 -0.007481
H86 -5.260436 -2.753096 2.695509
H87 -5.873166 -4.527056 2.477929
H88 -8.722646 -2.418526 2.972509
H89 -7.273666 -2.334116 3.847429
H90 -8.087136 -4.035366 3.576879
C37 3.154644 -1.049826 -0.681691
O13 4.405904 -1.769276 -0.647131
C38 4.683934 -2.579236 0.533189
C39 3.753144 -3.849206 0.500349
N7 4.245244 -4.824636 -0.467321
C40 3.526104 -6.060886 -0.613811
C41 2.137894 -5.965176 -1.232931
O14 2.115304 -5.781126 -2.651911
C42 2.741934 -6.809536 -3.547861
H91 3.189034 -0.555746 -1.652671
H92 3.148094 -0.313026 0.121549
H93 2.221234 -1.586186 -0.510941
H94 4.484314 -2.081006 1.481889
H95 5.734114 -2.835936 0.394229
H96 2.714654 -3.538576 0.385679
H97 3.747454 -4.237556 1.518799
H98 4.387924 -4.304146 -1.321031
H99 3.412514 -6.658426 0.290709
H100 4.180924 -6.579796 -1.313841
H101 1.555354 -5.230256 -0.677371
H102 1.541444 -6.855666 -1.034491
H103 2.334034 -7.816826 -3.463691
H104 3.818254 -6.816286 -3.375861
H105 2.790644 -6.570686 -4.610251

Atoms 1-2, force components in eV/Å:
P 0.7 -0.2 -0.5
F 1.9 -0.1 -0.1

Entry 2:
A 14-piece molecular cluster, C42H105N2O16S9 overall. Source: the Open Molecules 2025 dataset; level of theory: ωB97M-V/def2-TZVPD.

Calculated values
- Charge: 0
- Lowest unoccupied orbital energy (spin up / spin down): -0.20 / -0.21 eV
- HOMO-LUMO gap (spin up / spin down): 1.4 / 8.4 eV
- Multiplicity: 2

Positions of all 174 atoms, in Å:
C1 -11.677650 -9.696950 -23.222510
C2 -10.685290 -10.581980 -22.461850
C3 -9.432850 -9.845090 -21.921470
C4 -8.448540 -10.754670 -21.184340
N1 -7.361880 -9.928910 -20.445860
C5 -6.752870 -8.658510 -21.172390
C6 -5.237790 -8.531940 -20.841890
C7 -4.908570 -9.783150 -19.937640
C8 -6.085050 -10.806870 -20.250820
C9 -7.873130 -9.418530 -19.054330
H1 -12.079380 -8.860890 -22.650040
H2 -12.531100 -10.273270 -23.579700
H3 -11.140300 -9.304310 -24.085750
H4 -10.403420 -11.273410 -23.255930
H5 -11.159160 -11.192810 -21.693450
H6 -9.845900 -9.068730 -21.277450
H7 -8.968020 -9.425240 -22.813520
H8 -8.016020 -11.496130 -21.856110
H9 -8.936830 -11.332330 -20.399490
H10 -7.362220 -7.772910 -20.992120
H11 -6.861740 -8.832530 -22.242890
H12 -5.041830 -7.605740 -20.301660
H13 -4.659140 -8.630430 -21.760340
H14 -4.820250 -9.591350 -18.868280
H15 -3.938770 -10.192940 -20.219840
H16 -6.229610 -11.494880 -19.417850
H17 -6.006710 -11.349580 -21.192850
H18 -7.076630 -8.783130 -18.667080
H19 -8.104010 -10.358990 -18.554010
H20 -8.734170 -8.764090 -19.190110
C10 -11.555700 -14.572580 -19.579310
S1 -10.762440 -14.019360 -21.137490
O1 -9.307360 -13.673040 -20.814400
C11 -10.735770 -15.636930 -22.082570
H21 -11.450540 -13.794560 -18.823180
H22 -11.226410 -15.549680 -19.225830
H23 -12.615890 -14.816230 -19.648030
H24 -10.423890 -15.449280 -23.110010
H25 -11.685770 -16.167700 -22.020330
H26 -9.951240 -16.345560 -21.817140
C12 -0.106060 -10.176200 -17.080340
S2 -1.322060 -10.014360 -18.534510
O2 -2.389560 -11.046220 -18.250900
C13 -1.924640 -8.311060 -18.144320
H27 0.150230 -11.223940 -16.923280
H28 -0.469660 -9.835700 -16.110830
H29 0.822930 -9.625500 -17.227990
H30 -2.705850 -8.133450 -18.883410
H31 -1.168580 -7.571520 -18.408050
H32 -2.326690 -8.191640 -17.138240
C14 -14.470810 -12.537050 -23.531350
S3 -15.119880 -11.759150 -21.980820
O3 -14.525330 -10.388740 -21.692910
C15 -16.819500 -11.578950 -22.646270
H33 -14.265200 -11.766000 -24.273860
H34 -15.224020 -13.214920 -23.932930
H35 -13.588920 -13.148440 -23.340180
H36 -16.787700 -11.054870 -23.601480
H37 -17.378280 -11.073200 -21.858820
H38 -17.403590 -12.499190 -22.656380
C16 -5.232760 -6.407980 -16.285170
S4 -5.047280 -6.042540 -18.140580
O4 -6.445150 -6.215380 -18.745500
C17 -4.666840 -4.210390 -17.946130
H39 -4.363210 -5.902910 -15.864580
H40 -5.199190 -7.461870 -16.008950
H41 -6.210210 -6.003550 -16.022260
H42 -4.628550 -3.863120 -18.978620
H43 -3.694220 -4.137510 -17.459490
H44 -5.411620 -3.656120 -17.374990
C18 -8.790370 -13.588450 -17.558730
S5 -7.267180 -13.499610 -16.580390
O5 -6.115580 -12.907960 -17.402950
C19 -7.773200 -12.336800 -15.241760
H45 -8.701510 -14.444770 -18.227250
H46 -8.952040 -12.685200 -18.147030
H47 -9.631110 -13.785740 -16.893640
H48 -7.743760 -11.367290 -15.739050
H49 -7.047380 -12.224610 -14.436340
H50 -8.789410 -12.554510 -14.913120
C20 -5.547150 -14.383330 -24.847840
S6 -6.543630 -13.557830 -23.543780
O6 -6.089180 -12.095800 -23.633900
C21 -8.153540 -13.426630 -24.366560
H51 -5.813160 -15.429840 -24.996710
H52 -4.520460 -14.258850 -24.503590
H53 -5.689580 -13.902130 -25.815450
H54 -7.932980 -12.949830 -25.321600
H55 -8.920180 -12.902680 -23.795720
H56 -8.379370 -14.470850 -24.582670
C22 -2.387810 -13.426190 -22.420620
S7 -1.719210 -11.745520 -22.061190
O7 -0.385950 -11.653770 -22.784050
C23 -2.933730 -10.737900 -23.096800
H57 -1.764250 -14.253020 -22.080600
H58 -2.533000 -13.508820 -23.497750
H59 -3.383820 -13.436700 -21.977940
H60 -2.808990 -9.694100 -22.808700
H61 -3.998580 -10.916370 -22.947300
H62 -2.726750 -10.789290 -24.165730
C24 -12.525940 -9.937720 -29.748120
S8 -13.737280 -9.919380 -28.342000
O8 -14.868640 -10.944300 -28.634220
C25 -12.722970 -10.486150 -26.929640
H63 -12.990830 -9.448610 -30.604130
H64 -12.137240 -10.943790 -29.905690
H65 -11.696280 -9.285270 -29.475960
H66 -13.165680 -10.649120 -25.947020
H67 -11.860120 -9.820460 -26.950620
H68 -12.253770 -11.440150 -27.170140
C26 0.525520 -6.922820 -21.051170
S9 -0.586830 -7.936860 -22.117240
O9 -2.043590 -7.720220 -21.701780
C27 -0.272580 -7.014880 -23.665140
H69 0.124850 -5.921050 -20.896190
H70 1.433930 -6.872980 -21.651510
H71 0.799830 -7.324520 -20.075720
H72 -0.285130 -5.939370 -23.488450
H73 -1.068870 -7.230540 -24.377540
H74 0.707470 -7.253200 -24.078410
C28 -11.938450 -10.146770 -18.543740
O10 -11.078880 -9.310310 -18.861690
N2 -12.168080 -10.636180 -17.286310
C29 -13.312370 -11.541980 -16.994090
C30 -11.396110 -10.380910 -16.102080
H75 -12.632420 -10.562220 -19.290740
H76 -13.902610 -11.680350 -17.899940
H77 -13.845130 -11.156940 -16.124600
H78 -12.871670 -12.472470 -16.636210
H79 -10.479550 -9.862160 -16.383000
H80 -11.955640 -9.741560 -15.419240
H81 -11.171640 -11.353180 -15.663450
O11 -14.231350 -3.779590 -26.719100
C31 -13.549340 -3.627370 -25.681100
O12 -13.725420 -4.112910 -24.481340
C32 -14.763830 -5.059340 -24.294230
C33 -14.176450 -6.419420 -23.899160
C34 -12.352090 -2.704680 -25.683790
H82 -15.545190 -5.132780 -25.050660
H83 -15.389210 -4.733110 -23.463220
H84 -13.564750 -6.961500 -24.620320
H85 -15.046450 -7.033660 -23.666980
H86 -13.598360 -6.391990 -22.975480
H87 -12.823860 -1.728230 -25.793630
H88 -11.600140 -3.009810 -26.411510
H89 -11.919770 -2.751930 -24.684300
O13 -4.130710 -5.856010 -26.302950
C35 -4.514690 -6.794510 -25.574130
O14 -4.934830 -6.741750 -24.321310
C36 -5.166850 -5.492450 -23.597390
C37 -3.761590 -5.166060 -23.043320
C38 -4.692900 -8.190320 -26.185250
H90 -5.845570 -5.670150 -22.763210
H91 -5.526780 -4.705380 -24.260020
H92 -3.466880 -6.005700 -22.413850
H93 -3.840300 -4.212530 -22.521120
H94 -2.948260 -5.086850 -23.764660
H95 -3.931290 -8.859420 -25.784820
H96 -4.612130 -8.362000 -27.258610
H97 -5.645850 -8.511320 -25.764600
O15 -8.429190 -5.559930 -22.961450
C39 -9.368620 -5.121530 -22.264470
O16 -9.857770 -3.826820 -22.291400
C40 -9.351210 -2.886030 -23.208320
C41 -9.693480 -1.394250 -22.828020
C42 -10.197850 -5.978670 -21.322540
H98 -9.674690 -3.297120 -24.164600
H99 -8.265850 -2.957880 -23.278550
H100 -10.763120 -1.301060 -22.640180
H101 -9.230960 -0.722400 -23.551080
H102 -9.292390 -1.077390 -21.865300
H103 -11.227330 -6.062820 -21.670670
H104 -10.306730 -5.591900 -20.309300
H105 -9.775650 -6.951100 -21.069110

Atoms 1-2, force components in eV/Å:
C 0.3 0.3 0.3
C 0.1 -0.4 -0.3

What is the formula in the first record? C42H105F6N7O14P

Which value of multiplicity does entry 2 give? 2